Record 1
{"formula": "C21H27N3O2", "method": "ωB97M-V/def2-TZVPD", "e_lumo_ev": 0.65, "e_homo_ha": -0.2706, "smiles": "COc1ccc(N2CCN(CC(=O)Nc3cc(C)cc(C)c3)CC2)cc1", "symbols": ["C", "O", "C", "C", "C", "C", "N", "C", "C", "N", "C", "C", "O", "N", "C", "C", "C", "C", "C", "C", "C", "C", "C", "C", "C", "C", "H", "H", "H", "H", "H", "H", "H", "H", "H", "H", "H", "H", "H", "H", "H", "H", "H", "H", "H", "H", "H", "H", "H", "H", "H", "H", "H"], "xyz": [[-3.79, -7.47, 3.39], [-4.24, -6.82, 2.22], [-3.62, -5.65, 1.85], [-2.58, -5.04, 2.54], [-2.04, -3.86, 2.07], [-2.50, -3.25, 0.91], [-1.92, -2.10, 0.37], [-2.78, -0.99, 0.01], [-2.10, -0.14, -1.06], [-0.85, 0.37, -0.53], [-0.21, 1.29, -1.43], [0.93, 2.07, -0.76], [1.21, 1.99, 0.41], [1.56, 2.88, -1.66], [2.64, 3.75, -1.46], [3.12, 4.44, -2.57], [4.18, 5.32, -2.45], [4.70, 6.07, -3.64], [4.76, 5.51, -1.21], [4.29, 4.83, -0.09], [4.94, 5.03, 1.25], [3.23, 3.95, -0.22], [0.01, -0.74, -0.16], [-0.67, -1.61, 0.90], [-3.54, -3.88, 0.22], [-4.10, -5.05, 0.69], [-4.40, -8.36, 3.48], [-2.74, -7.76, 3.31], [-3.93, -6.84, 4.27], [-2.19, -5.47, 3.45], [-1.25, -3.40, 2.65], [-3.74, -1.37, -0.37], [-2.98, -0.36, 0.88], [-2.75, 0.70, -1.32], [-1.93, -0.76, -1.96], [-0.96, 2.02, -1.76], [0.20, 0.79, -2.33], [1.22, 2.86, -2.61], [2.65, 4.29, -3.54], [4.21, 5.74, -4.56], [4.52, 7.14, -3.52], [5.77, 5.93, -3.75], [5.59, 6.20, -1.11], [4.26, 4.77, 2.05], [5.83, 4.40, 1.33], [5.26, 6.07, 1.37], [2.86, 3.42, 0.64], [0.93, -0.34, 0.26], [0.25, -1.36, -1.04], [-0.02, -2.45, 1.12], [-0.82, -1.01, 1.81], [-3.91, -3.46, -0.70], [-4.90, -5.53, 0.15]]}

Record 2
{"formula": "C7H20N2O12Zr", "method": "ωB97M-V/def2-TZVPD", "charge": 2, "e_lumo_ev": -7.57, "e_homo_ha": -0.3841, "symbols": ["Zr", "C", "C", "C", "O", "C", "C", "C", "O", "O", "O", "H", "H", "C", "O", "N", "N", "H", "H", "H", "H", "O", "H", "H", "O", "H", "H", "O", "H", "H", "O", "H", "H", "O", "H", "H", "O", "H", "H", "O", "H", "H"], "xyz": [[-0.19, 0.68, -0.52], [3.98, -1.86, 2.85], [3.33, -1.86, 4.15], [1.75, -1.75, 4.17], [1.18, -2.38, 5.02], [1.11, -1.26, 2.95], [1.86, -0.94, 1.87], [3.29, -1.35, 1.75], [3.94, -1.09, 0.70], [1.24, -0.44, 0.83], [3.90, -2.24, 5.14], [5.03, -2.11, 2.83], [0.04, -1.06, 3.02], [-2.91, -0.21, -2.69], [-1.97, 0.06, -1.89], [-3.05, -1.42, -3.26], [-3.80, 0.72, -3.11], [-3.83, -1.48, -3.90], [-2.51, -2.24, -3.06], [-4.62, 0.48, -3.64], [-3.87, 1.61, -2.66], [-0.33, 1.50, 1.79], [-0.85, 1.08, 2.48], [0.07, 2.27, 2.22], [-1.77, 2.19, -0.29], [-1.72, 3.12, 0.00], [-2.71, 1.96, -0.23], [1.68, 0.34, -1.82], [2.58, 0.67, -1.63], [1.78, -0.22, -2.59], [-0.09, -1.51, -1.29], [-0.66, -2.26, -1.09], [0.48, -1.82, -2.01], [-1.69, -0.57, 0.60], [-2.58, -0.88, 0.39], [-1.39, -1.11, 1.35], [1.07, 2.49, -0.19], [1.90, 2.44, 0.32], [1.06, 3.38, -0.58], [-0.25, 2.08, -2.39], [-0.97, 2.67, -2.65], [0.50, 2.34, -2.96]]}